DFT (wB97M-V/def2-TZVPD) results for a molecular structure, C30H41As2BrCoP2 at a distorted geometry.

ORCA input file:
```
! RIJCOSX wB97M-V def2-TZVPD def2/J DEFGRID3
* xyz 0 2
Co -1.16414 -0.49203 -0.03199
C -3.62952 -1.12538 2.47318
P -2.44606 -1.83215 1.27753
C -1.73692 -3.16914 2.29718
C -3.55785 -2.74004 0.11728
C -2.76777 -3.06291 -1.16407
P -1.97626 -1.49971 -1.73541
C -3.34417 -0.65481 -2.58878
C -0.88682 -1.95965 -3.10300
H -4.32982 -1.88698 2.82303
H -4.18615 -0.31153 2.00783
H -3.08705 -0.73006 3.33192
H -2.51991 -3.83896 2.65795
H -1.21726 -2.72128 3.14551
H -1.00091 -3.73547 1.73437
H -4.38261 -2.06417 -0.12725
H -3.98880 -3.62452 0.59102
H -3.40159 -3.48708 -1.94539
H -1.96851 -3.77967 -0.95764
H -3.81382 -1.30267 -3.33079
H -2.93240 0.23341 -3.06690
H -4.08845 -0.32045 -1.86512
H -1.46114 -2.41338 -3.91233
H -0.11858 -2.64742 -2.75070
H -0.39391 -1.05536 -3.46252
C -1.22116 2.85742 1.37730
As -0.42073 1.11040 1.66253
C -0.63718 1.12283 3.60866
C 1.47889 1.48852 1.48113
C 1.88334 2.69117 0.90847
C 3.22542 2.94723 0.67338
C 4.17605 1.99259 0.99899
C 3.77741 0.78503 1.55335
C 2.43339 0.51004 1.79135
As 1.88650 -1.25377 2.47173
C 2.71945 -1.07765 4.24368
C 3.27930 -2.36090 1.66355
H -0.82919 3.58575 2.08626
H -2.29679 2.75080 1.51663
H -1.05082 3.17136 0.35027
H -0.00052 1.91208 4.00688
H -0.35994 0.16767 4.04658
H -1.67528 1.34715 3.85090
H 1.15139 3.44461 0.64799
H 3.52503 3.89071 0.23451
H 5.22483 2.17728 0.80236
H 4.52673 0.03206 1.76476
H 3.71164 -0.63385 4.15751
H 2.80489 -2.07141 4.68459
H 2.10456 -0.45717 4.89466
H 4.24850 -2.18653 2.13147
H 3.33425 -2.14213 0.59995
H 3.00883 -3.40802 1.78883
Br 4.68890 -3.50773 -1.60466
C 3.04491 -2.70524 -1.08512
C 2.01081 -3.49851 -0.62534
C 0.82206 -2.88321 -0.23207
C 0.59521 -1.49726 -0.28335
C 1.69066 -0.75852 -0.76646
C 2.89746 -1.33106 -1.15813
H 2.12832 -4.57443 -0.57502
H 0.02803 -3.55009 0.08965
H 1.59528 0.31839 -0.87442
H 3.71062 -0.71449 -1.52246
C -0.99604 1.03317 -1.19669
C -0.89009 1.99810 -1.93275
C -0.76774 3.16482 -2.76753
C 0.22219 4.11757 -2.51077
C 0.33546 5.25445 -3.29584
C -0.53627 5.46214 -4.35643
C -1.52046 4.51983 -4.62600
C -1.63433 3.38257 -3.84187
H 0.91038 3.94658 -1.69198
H 1.11018 5.98010 -3.08099
H -0.44852 6.35022 -4.96911
H -2.20272 4.67122 -5.45332
H -2.40266 2.64955 -4.05252
*
```

Results
E_LUMO (alpha / beta): 0.54 / 0.34 eV
Kohn-Sham gap (alpha / beta): 7.317 / 7.898 eV
HOMO level (alpha / beta): -6.778 / -7.555 eV
total energy: -10278.67948 Ha
energy above the lowest of the compared OMol25 structures with the same formula, charge and spin: 33.8 kcal per mole

DFT (wB97M-V/def2-TZVPD) results for a molecular structure, C30H41AsN4O2SeSi2Sn at a distorted geometry.

ORCA input file:
```
! RIJCOSX wB97M-V def2-TZVPD def2/J DEFGRID3
* xyz -2 1
Sn -1.27574 -0.55675 -0.06578
O -0.64849 -1.95885 4.43410
C 0.63896 -2.32630 4.35230
C 1.33910 -2.60171 5.52910
C 2.66371 -2.99452 5.48552
C 3.31599 -3.11700 4.26721
C 2.63324 -2.84812 3.09655
C 1.29393 -2.47538 3.11450
C 0.57884 -2.20725 1.85487
O -0.48120 -1.49220 1.91266
N 1.13024 -2.68086 0.76872
N 0.41093 -2.50906 -0.34942
C 0.98227 -2.73486 -1.48877
C 0.20932 -2.65560 -2.69007
C 0.71803 -3.05835 -3.93870
C -0.09263 -2.98244 -5.04948
C -1.38557 -2.47962 -4.91134
C -1.80468 -2.10404 -3.64359
N -1.04959 -2.19849 -2.56971
H -0.90019 -1.67515 3.51687
H 0.82573 -2.47369 6.47097
H 3.19174 -3.19825 6.40873
H 4.35643 -3.41244 4.23620
H 3.11638 -2.91699 2.13526
H 2.03317 -3.02178 -1.54396
H 1.72814 -3.44454 -4.01029
H 0.26412 -3.31966 -6.01725
H -2.05274 -2.39859 -5.75772
H -2.80677 -1.72903 -3.48135
C -3.99046 2.13066 1.33604
Si -2.88657 0.60747 1.80516
C -4.06783 -0.63710 2.71322
C -1.75388 1.25094 3.22904
C -2.23561 1.41585 4.52081
C -1.40250 1.79778 5.55663
C -0.05850 2.00794 5.31109
C 0.42592 1.86257 4.02253
C -0.40203 1.49339 2.97029
Si 0.27376 1.28427 1.16925
C 0.71535 3.13315 0.75869
C 2.05092 0.56277 1.48601
H -4.64943 2.43949 2.14306
H -4.60869 1.88667 0.47881
H -3.37265 2.98136 1.06260
H -4.63043 -0.18103 3.52368
H -3.48237 -1.45153 3.13152
H -4.78128 -1.06357 2.01410
H -3.28327 1.24232 4.72160
H -1.79949 1.92920 6.55610
H 0.60641 2.28490 6.12169
H 1.47940 2.02786 3.83595
H 1.46938 3.52380 1.43461
H -0.15110 3.78295 0.82341
H 1.11088 3.21540 -0.24861
H 2.83826 1.31004 1.43101
H 2.27142 -0.19863 0.74348
H 2.11784 0.08289 2.45797
C -1.69959 1.38799 -3.44117
C -0.45213 2.05752 -2.89542
As 1.09087 0.84241 -2.72381
C 1.27186 0.46566 -4.67769
C 2.61439 -0.15838 -5.02126
C 2.48058 2.29395 -2.70989
C 3.70538 1.89271 -1.90177
H -2.53070 2.08918 -3.51520
H -2.01081 0.57908 -2.78488
H -1.53133 0.96944 -4.43386
H -0.67658 2.45156 -1.90203
H -0.16289 2.89956 -3.53560
H 1.12603 1.39013 -5.24661
H 0.47146 -0.22205 -4.95502
H 3.42652 0.53575 -4.80535
H 2.67670 -0.43522 -6.07554
H 2.76566 -1.05418 -4.42055
H 2.04122 3.19581 -2.27843
H 2.77777 2.53301 -3.73593
H 3.43080 1.79062 -0.85404
H 4.50632 2.63384 -1.98847
H 4.08898 0.92886 -2.24368
Se -5.15898 -0.11151 -2.96763
C -5.40406 1.44469 -3.75987
N -5.58357 2.44924 -4.30221
*
```

Results
E_LUMO: 4.26 eV
Kohn-Sham gap: 5.498 eV
HOMO level: -1.242 eV
total energy: -6967.82703 Ha
energy above the lowest of the compared OMol25 structures with the same formula, charge and spin: 0.0 kcal per mole

DFT (wB97M-V/def2-TZVPD) results for a molecular structure, C30H41BrCrN8Si2Te at a distorted geometry.

ORCA input file:
```
! RIJCOSX wB97M-V def2-TZVPD def2/J DEFGRID3
* xyz 3 4
Cr 1.03649 0.23045 0.12342
C 0.77559 0.16165 -4.26468
C 2.12119 0.07435 -4.60298
C 3.05809 0.02475 -3.58338
C 2.63549 0.08275 -2.25488
N 1.32079 0.18505 -1.93198
C 0.43119 0.20885 -2.92348
C 3.55729 0.09715 -1.11438
C 4.94809 0.06005 -1.17698
C 5.66889 0.10485 0.00852
C 5.00519 0.17925 1.22442
C 3.61389 0.22635 1.22162
N 2.92959 0.19085 0.06802
C 2.75649 0.19865 2.40662
C 3.24019 0.22445 3.71502
C 2.37219 0.00425 4.77302
C 1.03729 -0.25515 4.49022
C 0.62349 -0.19815 3.17202
N 1.43479 0.05505 2.14742
H 0.01379 0.18515 -5.02798
H 2.43299 0.04835 -5.63628
H 4.10659 -0.05415 -3.82218
H -0.61041 0.27235 -2.62428
H 5.46299 -0.01765 -2.11928
H 6.74419 0.06225 -0.01298
H 5.55639 0.17385 2.14912
H 4.28399 0.41305 3.91062
H 2.72789 0.02005 5.79142
H 0.32809 -0.47765 5.27082
H -0.42231 -0.35935 2.93452
Br -0.45661 2.67855 2.28912
C 0.68959 3.31805 0.92742
C 0.84129 4.69535 0.85342
C 1.65909 5.21835 -0.13168
C 2.29869 4.32345 -0.97848
C 2.09919 2.97005 -0.80628
N 1.28459 2.43345 0.12112
H 0.32139 5.32705 1.55852
H 1.79029 6.28275 -0.24108
H 2.95109 4.67095 -1.76238
H 2.62359 2.27855 -1.44748
N 1.76789 -5.44775 -1.34208
C 1.48819 -5.24845 -0.05178
N 1.41269 -6.28705 0.77092
N 1.26659 -4.05475 0.46802
C 1.14009 -2.86265 0.13502
N 0.91929 -1.71265 0.04122
H 1.97569 -6.37125 -1.68838
H 1.85509 -4.67965 -1.98428
H 1.55969 -7.23205 0.45062
H 1.17659 -6.14865 1.73992
C -3.86261 1.58095 -2.66448
Si -3.39411 2.76135 -1.24818
C -4.62101 4.09565 -0.69788
C -1.65851 3.48815 -1.59358
C -3.22901 1.62065 0.33712
Te -1.64631 0.18655 0.37472
C -2.81321 -1.41385 -0.41638
Si -3.37561 -2.50285 1.12112
C -4.64381 -3.77905 0.53052
C -1.75461 -3.35195 1.66702
C -3.97191 -1.31525 2.48432
H -3.97691 2.11555 -3.60208
H -4.80681 1.08085 -2.47408
H -3.10751 0.81225 -2.82018
H -4.84121 4.79615 -1.49708
H -4.22951 4.67335 0.13602
H -5.56611 3.66585 -0.37958
H -1.65301 4.02385 -2.53708
H -0.88711 2.71945 -1.65068
H -1.37521 4.20145 -0.82618
H -4.14171 1.03845 0.42352
H -3.13861 2.22605 1.23442
H -2.20851 -2.00455 -1.09698
H -3.66911 -1.01505 -0.95278
H -4.26181 -4.38765 -0.28388
H -5.57151 -3.32625 0.19712
H -4.89231 -4.45205 1.34482
H -1.40721 -4.04385 0.90642
H -1.90321 -3.92385 2.57582
H -0.95691 -2.63525 1.85032
H -4.90251 -0.82265 2.22302
H -3.23511 -0.53675 2.69072
H -4.15161 -1.84885 3.41142
*
```

Results
E_LUMO (alpha / beta): -8.64 / -9.06 eV
Kohn-Sham gap (alpha / beta): 6.549 / 6.204 eV
HOMO level (alpha / beta): -15.186 / -15.269 eV
total energy: -6070.64165 Ha
energy above the lowest of the compared OMol25 structures with the same formula, charge and spin: 21.0 kcal per mole

DFT (wB97M-V/def2-TZVPD) results for a molecular structure, C30H41CoN2.

ORCA input file:
```
! RIJCOSX wB97M-V def2-TZVPD def2/J DEFGRID3
* xyz 2 5
Co 0.09303 -0.51928 0.09046
C 2.94912 -1.84528 1.14138
C 2.03243 -1.89405 -0.05194
C 2.03053 -0.82466 -0.97519
C 1.30375 -0.89769 -2.17957
C 1.43123 0.18524 -3.20891
C 0.49539 -2.01642 -2.38624
C 0.42333 -3.05932 -1.46350
C -0.47452 -4.23816 -1.70380
C 1.20571 -2.98904 -0.30512
H 2.90755 -0.88342 1.65520
H 3.97830 -1.98430 0.80631
H 2.72545 -2.63333 1.85614
H 2.69194 0.01708 -0.81068
H 1.48352 1.17494 -2.75368
H 0.60253 0.16614 -3.91430
H 2.35320 0.03244 -3.77416
H -0.08046 -2.08470 -3.30196
H -1.47949 -4.03450 -1.32576
H -0.10215 -5.12606 -1.19632
H -0.56043 -4.45479 -2.76692
H 1.18214 -3.80751 0.40437
C -2.10588 0.03949 -1.92481
C -2.28542 1.54765 -1.74194
C -3.39497 2.01726 -2.68284
C -0.98469 2.33599 -1.90739
C -0.73179 3.07215 -3.05793
C 0.41305 3.84942 -3.16599
C 1.28316 3.96863 -2.09766
C 1.06627 3.28059 -0.90187
C 2.00698 3.47687 0.28544
C 2.79513 4.78254 0.20707
C 2.94800 2.28777 0.47128
C -0.04078 2.43434 -0.87742
N -0.21284 1.50778 0.22254
C -0.56820 1.88286 1.39551
C -0.79268 0.83812 2.36833
C -1.22026 0.92340 3.71530
C -1.45891 -0.35481 4.10577
C -1.18528 -1.22435 2.95181
N -0.73197 -0.48638 1.93970
C -1.42507 -2.70111 2.91502
C -1.88125 -3.16241 1.53012
C -0.09218 -3.37563 3.29828
C -2.50150 -3.07610 3.94140
H -3.05029 -0.49910 -1.85086
H -1.46498 -0.39757 -1.12936
H -1.62649 -0.20181 -2.87287
H -2.64454 1.71942 -0.72179
H -3.17634 1.76777 -3.72184
H -3.54807 3.09370 -2.61710
H -4.33275 1.52926 -2.42038
H -1.43941 3.05671 -3.87314
H 0.60308 4.39947 -4.07760
H 2.13505 4.62681 -2.18453
H 1.39945 3.54865 1.19260
H 3.57254 4.74131 -0.55730
H 3.29381 4.96754 1.15765
H 2.15183 5.63482 -0.00839
H 3.50373 2.08153 -0.44644
H 2.39646 1.38578 0.75214
H 3.67009 2.48560 1.26346
H -0.74635 2.92494 1.64689
H -1.34666 1.83052 4.28324
H -1.81924 -0.69620 5.06176
H -1.24067 -2.79673 0.72758
H -2.90569 -2.85013 1.32370
H -1.84951 -4.25190 1.48744
H 0.67423 -3.18641 2.54668
H -0.25197 -4.45217 3.36543
H 0.27840 -3.02941 4.26341
H -3.42269 -2.51175 3.79204
H -2.16174 -2.93500 4.96691
H -2.74231 -4.13308 3.82511
*
```

Results
E_LUMO (alpha / beta): -6.39 / -8.83 eV
Kohn-Sham gap (alpha / beta): 8.189 / 5.761 eV
HOMO level (alpha / beta): -14.577 / -14.595 eV
total energy: -2659.49529 Ha

DFT (wB97M-V/def2-TZVPD) results for 7 unconnected molecules or ions with the total composition C30H41F19NO12 at a distorted geometry.

ORCA input file:
```
! RIJCOSX wB97M-V def2-TZVPD def2/J DEFGRID3
* xyz -1 1
N -0.07486 6.54452 1.09612
C 0.89353 5.57632 0.84657
C 0.48062 4.19060 0.01932
C 1.39366 2.87668 0.49851
C 1.02582 2.69364 2.08567
C 1.57471 1.30363 2.76866
C 1.51452 -0.01563 1.79772
F 2.59825 -0.04373 0.75527
H -0.98900 6.20843 0.68268
H 1.97798 5.79282 1.26255
H 0.60122 4.44373 -1.11773
H -0.64403 3.96262 0.29435
H 1.00843 1.98061 -0.16300
H 1.56332 3.58072 2.67703
H -0.12418 2.87891 2.19913
H 2.65042 1.50550 3.24236
H 0.86575 1.09945 3.70696
H 1.73770 -0.95453 2.50018
H 0.43986 -0.21641 1.34736
C -2.47798 0.45199 -3.68867
C -3.82147 0.65199 -3.01156
O -3.76970 0.21150 -1.64567
C -3.22950 1.09525 -0.74820
O -2.79909 2.20388 -1.05259
C -3.28196 0.52267 0.66806
F -2.87797 -0.77946 0.72539
F -4.54310 0.55159 1.18674
F -2.49276 1.20144 1.54807
H -2.15101 -0.58850 -3.59470
H -2.53646 0.71135 -4.74944
H -1.70485 1.07122 -3.22316
H -4.57836 0.04067 -3.51428
H -4.15594 1.69398 -3.07470
C 2.98493 -3.74001 4.40847
C 1.64143 -3.54001 5.08558
O 1.69320 -3.98050 6.45147
C 2.23340 -3.09675 7.34894
O 2.66381 -1.98812 7.04455
C 2.18094 -3.66933 8.76520
F 2.58493 -4.97146 8.82253
F 0.91981 -3.64041 9.28388
F 2.97014 -2.99056 9.64521
H 3.31189 -4.78050 4.50244
H 2.92645 -3.48065 3.34770
H 3.75805 -3.12078 4.87398
H 0.88455 -4.15133 4.58286
H 1.30697 -2.49802 5.02244
C 3.48742 -0.91938 -1.86885
C 4.62301 -0.07038 -2.41023
O 5.12040 -0.61715 -3.64150
C 4.40473 -0.30988 -4.76919
O 3.39115 0.38266 -4.76998
C 5.06909 -0.91064 -6.00778
F 5.45308 -2.20701 -5.82341
F 6.19453 -0.22935 -6.36771
F 4.25716 -0.90993 -7.10266
H 3.80156 -1.96323 -1.76865
H 3.16049 -0.55168 -0.89221
H 2.62872 -0.90978 -2.54738
H 5.45601 -0.07847 -1.69933
H 4.32100 0.97538 -2.53974
C 5.35403 -6.79585 -2.77945
C 5.68922 -6.97338 -1.30990
O 5.04618 -5.96179 -0.51896
C 3.73105 -6.18759 -0.20634
O 3.10179 -7.17860 -0.56539
C 3.18767 -5.06389 0.67593
F 3.53775 -3.82422 0.22570
F 3.65090 -5.14714 1.95609
F 1.82735 -5.06334 0.76261
H 5.60202 -5.78242 -3.11082
H 5.90544 -7.51459 -3.39204
H 4.28379 -6.93626 -2.96035
H 6.76792 -6.85288 -1.16425
H 5.42654 -7.97583 -0.95259
C -7.19363 -4.66359 -2.91373
C -5.69757 -4.58331 -2.67122
O -4.98101 -4.62247 -3.91517
C -4.89475 -3.43719 -4.59778
O -5.39058 -2.38413 -4.20764
C -4.06748 -3.60940 -5.87149
F -4.40476 -4.73123 -6.57133
F -2.73364 -3.71443 -5.60664
F -4.20218 -2.56803 -6.74062
H -7.43936 -5.54630 -3.51274
H -7.73737 -4.71485 -1.96629
H -7.55089 -3.79200 -3.47101
H -5.37451 -5.45391 -2.09070
H -5.42820 -3.69259 -2.09187
C -3.23905 8.40079 3.34696
C -2.68744 9.13644 2.13948
O -3.73670 9.83248 1.44883
C -4.10094 11.04536 1.97279
O -3.59073 11.54054 2.97351
C -5.18634 11.69684 1.11614
F -6.17560 10.82465 0.76587
F -4.68825 12.19427 -0.05210
F -5.80559 12.73856 1.74012
H -4.05952 7.73873 3.05223
H -2.45787 7.80560 3.82801
H -3.64463 9.10036 4.08450
H -2.26640 8.41375 1.43255
H -1.87910 9.82264 2.41749
*
```

Results
E_LUMO: 1.65 eV
Kohn-Sham gap: 3.546 eV
HOMO level: -1.891 eV
total energy: -4022.71240 Ha

total energy of number 4 (C30H41CoN2)? -2659.49529 Ha